No. 1
171
Properties=species:S:1:pos:R:3:forces:R:3 method="wB97M-V/def2-TZVPD" homo_ev=-8.306 e_above_lowest_kcal_mol=59.4 smiles=COC[C@H](C)N.COC[C@H](C)N.COC[C@H](C)N.COCCNCCOC.COCCNCCOC.COCCNCCOC.COCCNCCOC.COCCNCCOC orbital_gap_ev=8.776 multiplicity=1 total_charge=0 lumo_energy_ev=0.47 e_tot_ev=-83833.63966
C -12.267 -15.020 -5.211 -0.651 -0.240 1.436
O -12.555 -15.790 -6.347 0.287 -0.423 0.851
C -12.509 -17.181 -6.081 -0.064 -1.011 -1.147
C -12.877 -17.882 -7.405 -0.353 -0.289 0.916
C -14.243 -17.454 -7.891 0.005 -1.034 -0.519
N -12.792 -19.319 -7.344 -0.756 -1.729 1.703
H -11.260 -15.169 -4.784 0.089 0.060 -0.620
H -12.925 -15.293 -4.316 0.292 0.385 -1.187
H -12.430 -13.985 -5.502 0.118 0.064 0.252
H -11.482 -17.545 -5.848 -0.449 0.453 0.301
H -13.235 -17.543 -5.326 0.319 0.553 0.166
H -12.153 -17.563 -8.092 1.073 0.588 -1.225
H -14.284 -16.414 -7.700 -0.372 1.227 -0.554
H -15.024 -17.885 -7.282 -0.297 -0.416 0.391
H -14.458 -17.776 -8.940 0.341 0.580 0.766
H -11.910 -19.690 -6.950 -0.252 0.757 -0.512
H -13.479 -19.665 -6.616 0.657 0.406 -0.989
C -13.294 -24.461 -1.020 -0.504 -0.484 0.301
O -13.340 -25.133 -2.242 -0.661 0.065 -0.610
C -14.484 -25.957 -2.328 1.628 -0.729 -0.696
C -14.300 -27.243 -1.547 -1.492 -0.921 -0.333
C -13.014 -27.901 -1.918 0.676 0.315 0.350
N -15.449 -28.104 -2.031 -1.127 0.548 1.650
H -12.730 -25.055 -0.307 0.105 0.085 0.446
H -14.309 -24.266 -0.627 0.312 -0.040 -0.015
H -12.823 -23.533 -1.213 0.666 1.030 0.123
H -15.338 -25.435 -1.979 -1.114 0.675 0.246
H -14.596 -26.222 -3.396 -0.086 0.092 0.447
H -14.346 -27.107 -0.474 -0.180 0.380 0.413
H -12.914 -28.905 -1.473 -0.237 0.175 -0.714
H -12.155 -27.331 -1.529 -0.285 -0.023 -0.262
H -13.041 -27.805 -3.002 0.701 -0.919 -0.156
H -15.694 -28.798 -1.284 0.524 0.645 -0.961
H -16.301 -27.478 -2.006 1.045 -0.878 -0.225
C -17.433 -22.721 -5.699 -0.476 -1.116 -1.579
O -16.871 -22.128 -4.614 0.425 1.287 1.414
C -15.685 -22.636 -4.068 0.663 0.403 -1.046
C -14.490 -22.059 -4.874 0.371 0.486 1.410
C -13.175 -22.471 -4.260 0.503 -1.837 0.587
N -14.479 -20.588 -4.846 -0.707 0.415 0.073
H -16.838 -22.769 -6.654 -0.086 0.202 0.867
H -18.302 -22.105 -5.898 -0.465 -0.327 -0.353
H -17.722 -23.754 -5.433 -0.211 0.104 -0.332
H -15.721 -22.287 -3.025 0.522 -0.296 -0.185
H -15.618 -23.722 -4.160 -0.295 -0.302 0.338
H -14.546 -22.434 -5.906 -0.066 0.285 0.166
H -12.338 -21.901 -4.636 0.208 -0.017 -0.635
H -12.972 -23.576 -4.291 -0.120 0.984 -0.424
H -13.136 -22.282 -3.191 -0.428 0.323 0.401
H -14.201 -20.210 -3.917 -0.063 -0.562 -0.759
H -15.442 -20.277 -4.990 0.197 0.089 -0.022
C -9.238 -17.157 -8.339 1.048 -0.203 -0.080
O -9.655 -18.442 -7.987 0.416 -1.084 -0.238
C -8.678 -19.478 -8.152 0.054 -0.282 0.249
C -9.338 -20.772 -7.716 0.457 -0.922 0.206
N -10.410 -21.153 -8.577 -0.155 -1.423 -0.371
C -11.240 -22.238 -8.076 1.487 -1.068 0.614
C -12.546 -22.462 -8.768 -1.588 -0.543 0.606
O -13.194 -23.603 -8.064 0.058 1.161 -0.829
C -14.584 -23.593 -8.396 0.196 -0.560 0.262
H -9.007 -17.059 -9.400 0.049 -0.156 -0.233
H -8.332 -16.878 -7.775 -0.241 0.126 -0.032
H -10.051 -16.506 -8.121 -0.549 0.678 0.324
H -7.800 -19.339 -7.491 -0.308 0.364 -0.204
H -8.282 -19.596 -9.196 -0.590 0.412 0.595
H -9.672 -20.729 -6.645 0.312 0.242 -0.429
H -8.595 -21.604 -7.793 -0.115 0.627 0.389
H -10.909 -20.393 -8.941 -1.023 1.217 -0.196
H -11.475 -22.135 -6.996 0.021 0.227 -0.172
H -10.626 -23.199 -8.118 -0.687 0.964 -0.055
H -12.474 -22.706 -9.838 0.147 0.078 0.215
H -13.214 -21.571 -8.632 0.626 -0.546 -0.224
H -14.711 -23.855 -9.474 -0.229 0.384 0.660
H -14.999 -22.621 -8.123 -0.171 0.177 -0.534
H -15.159 -24.310 -7.764 0.764 0.104 -0.466
C -8.404 -23.156 -4.543 -0.803 -1.443 1.663
O -8.373 -22.363 -3.338 -0.285 -0.735 -1.013
C -9.513 -22.569 -2.524 0.247 1.260 0.104
C -9.500 -21.494 -1.443 -1.859 -0.384 0.369
N -9.603 -20.086 -1.820 -0.737 0.111 -0.526
C -10.872 -19.614 -2.546 3.159 -0.077 -1.338
C -11.839 -18.980 -1.621 -0.998 0.005 -0.810
O -13.056 -18.767 -2.387 1.649 -0.717 0.137
C -13.993 -18.094 -1.629 -0.322 0.479 0.194
H -9.267 -22.955 -5.186 0.264 0.606 -0.099
H -8.535 -24.260 -4.313 0.271 1.019 0.110
H -7.442 -23.056 -4.990 0.457 0.345 -0.675
H -9.443 -23.517 -1.967 -0.366 -0.154 -0.589
H -10.433 -22.417 -3.110 0.099 -0.682 -0.027
H -8.669 -21.756 -0.802 0.524 0.767 0.216
H -10.404 -21.714 -0.820 0.518 0.091 -0.265
H -8.761 -19.774 -2.296 -0.450 -0.164 -0.067
H -11.343 -20.324 -3.232 -0.037 -0.509 0.513
H -10.486 -18.854 -3.291 -0.514 -0.468 0.913
H -11.369 -18.051 -1.282 -0.535 0.114 0.308
H -12.116 -19.630 -0.799 0.243 -0.089 0.498
H -13.588 -17.109 -1.419 -0.265 0.430 0.404
H -14.247 -18.609 -0.687 0.032 0.075 -0.197
H -14.867 -17.993 -2.258 -0.425 0.088 0.067
C -21.116 -18.305 -4.745 -0.699 0.021 1.343
O -20.251 -19.388 -5.002 0.368 0.691 -0.775
C -18.881 -18.902 -5.098 -1.163 -0.712 -0.575
C -18.666 -17.847 -6.215 1.163 0.268 0.581
N -19.051 -18.147 -7.554 -0.523 0.449 -0.314
C -19.009 -19.500 -8.005 0.383 -0.566 0.407
C -19.601 -19.498 -9.381 0.488 -1.076 -1.125
O -20.915 -19.047 -9.547 -1.321 0.587 1.055
C -21.873 -19.902 -8.864 0.679 0.702 -0.445
H -20.877 -17.997 -3.694 -0.369 0.460 -0.744
H -22.185 -18.616 -4.744 0.821 -0.200 -0.121
H -21.039 -17.462 -5.453 0.177 -0.351 0.300
H -18.337 -19.839 -5.324 0.140 0.681 0.260
H -18.601 -18.495 -4.114 0.215 -0.060 -0.270
H -17.564 -17.707 -6.242 -0.295 0.155 0.371
H -19.117 -16.862 -6.006 0.369 -0.425 0.388
H -19.960 -17.772 -7.779 -0.165 0.100 0.031
H -19.472 -20.156 -7.283 -0.526 -0.643 0.094
H -17.978 -19.872 -8.107 -0.091 0.235 0.003
H -19.596 -20.475 -9.883 0.611 -0.172 0.347
H -18.897 -18.837 -9.898 -0.651 0.163 -0.527
H -22.881 -19.509 -8.975 0.118 0.354 -0.323
H -21.677 -19.930 -7.787 0.183 -0.331 -0.113
H -21.845 -20.876 -9.346 0.082 -0.395 0.300
C -21.747 -22.331 -5.740 -0.906 -0.704 0.112
O -20.844 -22.773 -6.700 1.129 0.226 -0.331
C -21.341 -23.767 -7.546 0.029 -0.413 0.340
C -20.238 -24.388 -8.368 -0.251 -0.898 -0.414
N -19.774 -23.368 -9.286 1.281 -0.754 -0.849
C -18.512 -23.750 -10.007 -1.741 0.289 0.158
C -17.734 -22.607 -10.594 -0.085 -0.254 -1.107
O -17.189 -21.876 -9.544 -0.512 0.597 0.248
C -16.425 -20.812 -10.047 1.317 -0.178 0.252
H -21.882 -23.036 -4.904 0.453 -0.021 -0.005
H -22.769 -22.259 -6.141 0.124 0.491 -0.238
H -21.351 -21.399 -5.409 -0.117 0.745 0.523
H -22.088 -23.316 -8.204 -0.191 -0.201 -0.151
H -21.784 -24.515 -6.910 -0.534 -0.635 0.092
H -20.683 -25.251 -8.924 0.178 0.656 0.143
H -19.443 -24.884 -7.746 -0.386 0.726 -0.122
H -19.626 -22.556 -8.723 0.448 0.763 0.254
H -18.801 -24.457 -10.780 -0.027 -0.019 -0.301
H -17.833 -24.289 -9.366 0.429 -0.244 0.605
H -18.250 -21.938 -11.328 -0.283 -0.463 0.718
H -16.924 -23.045 -11.210 0.032 -0.022 0.217
H -16.996 -19.971 -10.520 0.330 -0.825 0.322
H -15.691 -21.286 -10.732 -0.265 0.709 -0.247
H -15.813 -20.474 -9.202 -0.293 0.435 -0.192
C -20.567 -19.953 2.838 -1.013 -0.176 0.440
O -21.044 -20.075 1.542 -0.303 0.228 -0.882
C -21.876 -21.193 1.300 -0.607 2.671 -0.583
C -22.042 -21.274 -0.196 1.303 -0.453 0.751
N -20.806 -21.845 -0.760 -0.572 -1.345 1.545
C -20.867 -21.933 -2.161 -0.373 -1.379 -1.969
C -19.685 -22.802 -2.636 -0.597 0.415 0.156
O -19.654 -24.040 -1.977 -1.022 -0.638 0.442
C -18.407 -24.657 -1.908 0.276 -0.059 -1.119
H -20.163 -20.924 3.187 0.242 0.521 0.063
H -21.395 -19.649 3.541 0.724 -0.172 -0.372
H -19.844 -19.158 2.729 0.458 0.008 0.717
H -22.811 -21.046 1.838 -0.397 -0.154 -0.003
H -21.371 -22.003 1.684 0.923 -2.451 0.803
H -22.259 -20.290 -0.577 0.382 0.560 -0.238
H -22.898 -21.843 -0.449 -1.130 -1.031 -0.299
H -20.715 -22.864 -0.465 -0.220 1.788 0.029
H -20.773 -20.946 -2.613 0.007 0.061 -0.241
H -21.840 -22.404 -2.540 0.828 0.507 0.302
H -18.812 -22.308 -2.292 1.147 0.958 -0.268
H -19.705 -22.954 -3.708 0.162 0.173 -0.388
H -18.508 -25.494 -1.269 -0.183 -0.848 0.923
H -17.630 -24.008 -1.504 0.131 0.283 -0.065
H -18.076 -25.097 -2.876 -0.091 0.584 0.174

No. 2
164
Properties=species:S:1:pos:R:3:forces:R:3 method="wB97M-V/def2-TZVPD" homo_ev="-0.065 / -5.993" orbital_gap_ev="2.513 / 8.437" multiplicity=2 total_charge=-1 lumo_energy_ev="2.45 / 2.44" e_tot_ev=-77941.72052
N 1.817 2.182 2.999 0.699 0.333 -1.460
H 1.757 1.545 3.780 0.179 -0.359 1.191
H 1.448 1.829 2.128 -0.846 -0.313 -0.681
H 2.773 2.403 2.760 1.289 -0.591 -0.101
H 1.513 3.119 3.222 -1.351 1.219 0.581
Cl -0.118 -0.059 0.578 3.075 -1.793 0.695
O 0.487 -1.295 1.127 -0.910 1.261 0.845
O -0.569 -0.432 -0.697 -1.917 0.058 -2.073
O -1.145 0.497 1.423 0.319 -0.132 -0.143
O 0.989 0.880 0.375 -0.485 0.670 0.807
C -3.305 6.016 -2.013 -0.814 0.040 -1.798
C -2.265 4.926 -1.822 -0.761 2.840 0.899
N -1.764 5.249 -0.504 1.188 -1.751 1.343
C -2.742 5.106 0.609 -1.502 0.601 -1.573
C -3.803 3.977 0.440 0.974 0.573 1.713
C -0.744 4.243 -0.264 -0.806 0.273 1.546
C 0.472 4.406 -1.043 1.986 0.327 -0.769
H -3.554 6.110 -3.070 -0.564 -0.301 -0.190
H -2.903 7.010 -1.819 0.266 -0.218 0.573
H -4.213 5.862 -1.429 0.040 0.112 -0.145
H -2.604 3.891 -1.872 -0.165 -0.104 -0.489
H -1.454 5.189 -2.500 -0.057 -0.692 -0.209
H -3.262 6.063 0.629 -0.353 0.064 0.061
H -2.326 5.037 1.614 0.728 -0.231 -0.384
H -4.412 4.117 1.333 -0.760 0.156 -0.258
H -3.353 3.021 0.706 0.070 -0.327 -0.912
H -4.381 4.024 -0.484 0.100 -0.310 0.259
H -0.520 4.406 0.790 0.521 -0.658 0.130
H -1.155 3.244 -0.411 -0.076 -0.438 0.212
H 1.188 3.661 -0.697 0.148 -0.027 -0.133
H 0.419 4.302 -2.127 -0.340 -0.166 -0.003
H 0.887 5.398 -0.861 0.184 0.094 0.061
C 1.680 -0.516 -7.576 -1.469 0.732 1.708
C 0.790 -0.270 -6.256 -1.101 -1.385 -1.434
N 1.388 0.374 -5.166 1.179 1.182 -1.765
C 1.187 1.830 -5.364 2.491 -0.059 2.041
C -0.054 2.392 -4.788 -2.157 0.109 0.476
C 1.251 -0.194 -3.844 -0.447 0.948 0.299
C 2.510 0.095 -3.030 -0.681 0.053 -0.615
H 1.038 -0.911 -8.364 0.148 -0.615 0.118
H 2.570 -1.100 -7.342 -0.121 0.011 -0.281
H 1.917 0.477 -7.959 0.537 0.050 0.196
H -0.092 0.292 -6.564 -0.209 0.502 -0.598
H 0.241 -1.111 -5.832 0.615 -1.079 -0.588
H 1.960 2.271 -4.735 0.467 0.273 -0.202
H 1.442 2.210 -6.353 -0.229 -0.757 -0.256
H 0.133 2.887 -3.835 -0.105 0.070 -0.065
H -0.645 3.058 -5.416 0.328 0.240 -0.180
H -0.761 1.595 -4.559 -0.133 -0.180 0.073
H 1.109 -1.274 -3.840 0.093 -0.082 -0.628
H 0.311 0.186 -3.444 0.065 0.123 0.901
H 3.267 -0.425 -3.617 0.424 -0.230 0.647
H 2.356 -0.229 -2.000 0.437 -0.045 -0.005
H 2.780 1.150 -3.080 -0.148 0.103 0.298
C -0.409 -4.402 -3.045 0.933 -0.270 1.622
C 0.368 -4.073 -1.707 -0.651 -0.373 -1.070
N 1.762 -4.498 -1.667 -0.029 1.611 0.780
C 2.325 -4.033 -0.368 -0.238 0.694 -0.198
C 3.725 -4.429 -0.088 0.656 -0.488 -1.336
C 1.967 -5.873 -1.976 1.406 -0.972 1.044
C 1.374 -6.938 -1.012 -0.388 -0.141 0.064
H -0.350 -5.474 -3.236 -0.330 -0.116 0.070
H 0.000 -3.936 -3.941 -0.073 0.446 0.225
H -1.434 -4.108 -2.816 -0.098 -0.027 -0.553
H 0.225 -3.013 -1.495 0.643 0.250 -0.123
H -0.136 -4.535 -0.857 -0.504 -0.398 -0.009
H 2.403 -2.947 -0.418 -0.903 0.128 0.049
H 1.772 -4.328 0.524 -0.919 0.093 -0.092
H 4.192 -3.827 0.692 -0.240 -0.345 0.235
H 3.748 -5.508 0.065 0.673 0.044 0.342
H 4.224 -4.169 -1.022 0.715 -0.342 -0.018
H 3.040 -6.039 -1.880 0.286 0.089 -0.026
H 1.854 -6.043 -3.046 -0.835 -0.267 0.104
H 1.809 -7.922 -1.188 -0.380 -0.183 -0.697
H 0.285 -6.963 -0.964 -0.106 -0.270 -0.514
H 1.623 -6.858 0.046 0.436 0.976 0.084
C -2.417 -1.131 -4.020 0.278 0.607 0.943
C -3.487 -0.003 -3.890 0.168 -1.577 -0.019
N -4.707 -0.401 -3.144 -0.274 0.569 -0.832
C -4.485 -0.702 -1.722 -0.038 0.921 -0.467
C -4.088 0.548 -0.949 1.547 -0.194 -0.071
C -5.347 -1.522 -3.836 -0.594 0.620 1.146
C -6.769 -1.757 -3.263 0.186 -1.078 -0.670
H -1.589 -0.764 -4.628 -0.079 -0.086 -0.208
H -2.745 -2.106 -4.381 -0.226 0.258 -0.301
H -1.982 -1.311 -3.037 0.146 -0.077 0.147
H -3.001 0.870 -3.453 -0.232 0.013 0.039
H -3.771 0.210 -4.921 -0.384 0.448 0.098
H -5.375 -0.976 -1.156 -0.520 -0.517 -0.850
H -3.811 -1.558 -1.692 0.522 0.000 0.695
H -3.835 0.239 0.065 -0.471 0.275 0.309
H -3.147 0.999 -1.266 0.153 -0.088 -0.340
H -4.825 1.348 -1.024 -0.283 -0.340 0.255
H -4.703 -2.391 -3.698 -0.266 -0.646 0.029
H -5.407 -1.372 -4.914 0.111 0.467 0.022
H -7.289 -0.902 -2.830 0.507 0.175 -0.009
H -6.756 -2.587 -2.557 -0.023 0.208 0.333
H -7.404 -2.124 -4.069 -0.127 0.028 -0.144
C -5.730 -4.087 3.396 0.824 0.823 0.533
C -4.540 -3.137 3.247 -0.946 1.061 -1.053
N -3.476 -3.675 2.430 2.165 0.471 -0.630
C -3.813 -3.824 0.989 -1.026 -0.770 0.878
C -2.735 -4.518 0.117 -0.112 0.541 0.780
C -2.197 -2.903 2.532 -0.134 -0.201 0.456
C -1.660 -2.989 3.958 -0.592 -0.335 -0.472
H -5.266 -5.039 3.656 -0.685 -0.368 -0.185
H -6.361 -4.059 2.507 0.175 -0.553 0.002
H -6.330 -3.695 4.218 -0.152 -0.316 0.118
H -4.921 -2.224 2.787 -0.331 0.489 -0.642
H -4.252 -2.676 4.192 0.682 -0.981 0.237
H -4.159 -2.861 0.614 0.304 0.369 -0.487
H -4.716 -4.434 0.996 -0.066 -0.209 -0.212
H -3.112 -5.191 -0.653 -0.420 0.365 -0.106
H -2.130 -5.164 0.753 0.141 0.113 0.148
H -2.091 -3.760 -0.329 0.059 -0.197 -0.091
H -1.510 -3.250 1.760 0.128 -0.508 0.445
H -2.187 -1.835 2.311 -1.014 0.447 -0.369
H -1.933 -3.982 4.315 0.660 -0.214 0.225
H -0.599 -2.743 3.983 -0.080 -0.184 0.256
H -2.238 -2.305 4.579 0.356 0.191 0.135
C 4.993 0.500 0.516 -0.116 1.485 -0.584
C 4.515 1.965 0.239 -0.435 -2.203 -1.177
N 4.300 2.687 1.454 1.029 1.564 -0.580
C 3.644 3.970 1.125 1.256 0.819 0.788
C 4.463 4.940 0.235 -0.622 -0.365 -0.758
C 5.575 2.985 2.184 -0.517 -0.266 -0.636
C 5.293 2.963 3.625 0.780 -0.517 1.136
H 6.077 0.565 0.605 0.016 -0.436 0.679
H 4.834 -0.162 -0.336 -0.386 0.056 0.038
H 4.446 0.175 1.401 0.422 -0.405 -0.020
H 5.169 2.395 -0.519 0.584 0.526 0.253
H 3.565 1.944 -0.295 -0.338 -0.241 0.166
H 2.645 3.877 0.698 0.121 -0.479 -0.061
H 3.483 4.426 2.102 -0.175 0.468 0.080
H 3.951 5.902 0.252 0.139 0.099 -0.039
H 5.533 5.087 0.378 -0.149 -0.044 0.867
H 4.460 4.582 -0.794 -0.421 0.028 -0.229
H 6.035 3.964 2.051 -0.260 0.157 -1.037
H 6.335 2.248 1.926 -0.134 -0.088 -0.052
H 4.594 3.749 3.911 -0.293 -0.255 0.180
H 6.248 3.181 4.103 -0.006 0.016 0.547
H 4.996 1.951 3.899 -0.370 0.212 0.411
C 3.954 -0.679 4.442 -0.866 0.838 0.173
C 3.330 0.188 5.555 1.326 -0.060 -0.939
N 1.998 0.736 5.334 -0.955 -0.744 1.306
C 1.584 1.441 6.589 -0.218 0.100 -0.093
C 2.526 2.563 7.027 -0.223 -0.429 -0.003
C 0.989 -0.328 4.951 -0.320 0.949 0.481
C -0.434 0.261 4.855 -0.008 0.752 -0.648
H 3.771 -1.722 4.702 0.212 -0.062 -0.687
H 5.009 -0.407 4.421 0.094 -0.551 -0.068
H 3.525 -0.364 3.491 0.045 -0.493 -0.254
H 3.483 -0.445 6.428 -0.631 0.334 0.798
H 4.026 1.025 5.610 -0.338 0.187 0.517
H 0.552 1.780 6.507 0.297 0.762 -0.750
H 1.400 0.814 7.461 0.713 -1.118 0.074
H 2.130 2.956 7.963 -0.272 0.593 -0.287
H 3.523 2.245 7.333 0.053 -0.397 -0.298
H 2.638 3.289 6.221 -0.118 0.383 0.242
H 1.100 -1.116 5.695 -0.269 -0.505 -0.184
H 1.201 -0.652 3.932 0.398 -0.441 0.145
H -1.188 -0.244 4.251 0.417 -1.012 0.284
H -0.348 1.121 4.191 0.108 0.607 0.342
H -0.929 0.590 5.769 0.291 -0.160 0.089